Record 1
This record from the OMol25 dataset describes a molecular structure, C42H29Cl5N4O4PTi. The level of theory is ωB97M-V/def2-TZVPD.

Cartesian coordinates (Å):
Ti1 -1.73114 0.64703 -0.30942
Cl1 -3.79508 -0.20821 1.32027
C1 -3.26482 -0.40919 2.95821
C2 -4.26932 -0.57592 3.91136
C3 -3.91231 -0.84649 5.21597
C4 -2.57283 -0.99035 5.54971
C5 -1.59858 -0.81575 4.57532
C6 -1.91269 -0.46743 3.26304
P1 -0.64017 -0.20406 1.91213
C7 0.34021 -1.71840 2.27365
C8 -0.25378 -2.95448 2.02365
C9 0.43932 -4.13242 2.26645
C10 1.74089 -4.08971 2.75137
C11 2.34200 -2.86245 2.99250
C12 1.64355 -1.68382 2.75491
C13 0.46567 1.16069 2.53842
C14 1.17656 1.87625 1.57688
C15 1.91318 3.00346 1.91998
C16 1.94882 3.44761 3.23492
C17 1.25089 2.74608 4.20260
C18 0.51843 1.61202 3.85173
H1 -5.30635 -0.51242 3.60959
H2 -4.68260 -0.97550 5.96692
H3 -2.28470 -1.25276 6.55930
H4 -0.56043 -0.98802 4.83521
H5 -1.26238 -2.99784 1.62515
H6 -0.03174 -5.08712 2.06385
H7 2.28744 -5.00776 2.92859
H8 3.36029 -2.82154 3.35950
H9 2.12799 -0.72974 2.92436
H10 1.16700 1.55680 0.53971
H11 2.45455 3.53188 1.14495
H12 2.52020 4.32949 3.50043
H13 1.26255 3.07651 5.23405
H14 -0.02902 1.10734 4.63441
Cl2 -5.52039 2.89459 -5.44196
C19 -4.17378 2.55580 -4.39090
C20 -2.93182 3.09494 -4.65628
Cl3 -2.68467 4.12693 -6.03389
C21 -1.86087 2.80962 -3.79181
Cl4 -0.28703 3.51452 -4.04597
C22 -2.01070 1.97542 -2.69632
O1 -1.02251 1.67893 -1.86570
C23 -3.30912 1.45468 -2.39430
O2 -3.43380 0.73510 -1.30102
C24 -4.35747 1.74674 -3.25626
Cl5 -5.92008 1.09379 -2.86946
N1 -1.64754 4.78759 0.86498
C25 -2.14235 4.34848 2.07838
C26 -2.39103 3.02774 1.89498
N2 -2.04997 2.64598 0.60642
C27 -1.60360 3.73527 0.02838
H15 -1.30770 5.70790 0.65097
H16 -2.26264 4.99232 2.93061
H17 -2.78801 2.32159 2.60646
H18 -1.22262 3.78169 -0.98017
O3 -2.15432 -1.72038 -3.10587
C28 -1.07064 -1.51787 -2.61443
N3 0.12057 -1.72513 -3.27621
C29 1.27214 -1.48877 -2.45768
C30 0.54071 -0.98834 -1.18065
O4 1.18777 -0.54345 -0.22925
N4 -0.80372 -1.06892 -1.29215
C31 2.02170 -2.80026 -2.15665
C32 3.18741 -3.14264 -2.83216
C33 3.81380 -4.36431 -2.60235
C34 3.28134 -5.25685 -1.68439
C35 2.11420 -4.92269 -1.00591
C36 1.48943 -3.70840 -1.24447
C37 2.19169 -0.39498 -2.98729
C38 3.37585 -0.08036 -2.31679
C39 4.19479 0.93749 -2.77360
C40 3.84041 1.66238 -3.91197
C41 2.65896 1.36905 -4.56806
C42 1.83215 0.35066 -4.09816
H19 0.12744 -2.16035 -4.18154
H20 3.61642 -2.44970 -3.54509
H21 4.72077 -4.61176 -3.14106
H22 3.77123 -6.20463 -1.49678
H23 1.69104 -5.60657 -0.27968
H24 0.58076 -3.45449 -0.70859
H25 3.64528 -0.63259 -1.42493
H26 5.10827 1.17107 -2.23939
H27 4.47975 2.46003 -4.27056
H28 2.35383 1.94399 -5.43405
H29 0.88707 0.15535 -4.58709

Output
electronic energy	-153198.0748	eV
orbital gap (spin up / spin down)	4.71 / 6.41	eV
charge	-1
LUMO energy (spin up / spin down)	2.217 / 2.213	eV
multiplicity	3
energy relative to the best compared isomer or geometry (same formula, charge and spin)	0.832	eV

Per-atom Löwdin charges, elementary charge units: 0.65 0.81 -0.63 -0.11 -0.09 -0.08 -0.10 -0.35 1.07 -0.35 -0.10 -0.10 -0.10 -0.08 -0.08 -0.34 -0.09 -0.08 -0.10 -0.09 -0.09 0.10 0.10 0.10 0.11 0.11 0.10 0.10 0.10 0.10 0.09 0.10 0.09 0.10 0.08 0.61 -0.71 -0.72 0.61 -0.61 0.67 -0.40 -0.24 -0.39 -0.27 -0.60 0.66 0.07 -0.09 -0.13 -0.01 -0.15 0.15 0.10 0.09 0.12 0.08 -0.53 0.14 -0.27 -0.46 -0.01 0.08 -0.12 -0.03 -0.09 -0.10 -0.08 -0.01 -0.15 -0.04 -0.08 -0.10 -0.10 -0.02 0.16 0.11 0.10 0.09 0.09 0.11 0.12 0.10 0.09 0.09 0.11


Record 2
This record from the OMol25 dataset describes a molecular structure, C42H30I2N5NaOS. The level of theory is ωB97M-V/def2-TZVPD.

Cartesian coordinates (Å):
Na1 -0.00717 -0.14494 0.45486
C1 0.53962 -2.48914 -3.72012
C2 0.64998 -1.61159 -2.70594
N1 -0.45964 -1.55894 -1.75353
C3 -0.91683 -2.89991 -1.42782
C4 -1.07681 -3.79474 -2.51796
C5 -0.47439 -3.50230 -3.73652
C6 -1.76602 -5.02931 -2.23784
C7 -2.08250 -5.39310 -0.97422
C8 -1.76928 -4.55599 0.14220
C9 -2.00411 -4.92601 1.46296
C10 -1.70449 -4.05560 2.49075
C11 -1.19813 -2.79495 2.14508
N2 -0.95722 -2.39652 0.91836
C12 -1.19551 -3.26576 -0.10926
H1 1.31383 -2.49834 -4.48205
H2 1.46348 -0.92165 -2.53733
H3 -0.56954 -4.18482 -4.57265
H4 -1.99674 -5.68740 -3.07033
H5 -2.57771 -6.34104 -0.78143
H6 -2.42596 -5.90572 1.67124
H7 -1.87562 -4.31171 3.52792
H8 -1.00065 -2.06539 2.92650
I1 -3.84080 0.90848 3.89776
C13 -1.78466 0.89653 4.28979
C14 -1.32588 1.16037 5.57754
C15 0.01878 1.16711 5.85218
I2 0.61890 1.60191 7.82673
C16 0.97088 0.88784 4.84134
C17 2.37116 0.87340 5.01701
C18 3.19068 0.57563 3.96415
C19 2.62121 0.26832 2.71625
N3 1.32653 0.27437 2.51987
C20 0.49689 0.59690 3.53421
C21 -0.93452 0.63417 3.18604
O1 -1.32552 0.43665 2.01674
H9 -2.04070 1.36666 6.36285
H10 2.78655 1.10941 5.98893
H11 4.26745 0.58196 4.07962
H12 3.23289 0.03842 1.84957
C22 -1.96014 2.80353 0.03971
C23 -0.62356 3.43554 -0.22800
C24 -0.53822 4.85185 -0.21348
C25 0.63488 5.44680 -0.54770
C26 1.75827 4.65718 -0.88594
C27 2.97002 5.25022 -1.30251
C28 4.02039 4.43419 -1.63250
C29 3.91475 3.04493 -1.51616
C30 2.76505 2.39555 -1.05978
S1 2.76619 0.69235 -0.81208
C31 1.61615 3.24489 -0.79804
N4 0.41344 2.67559 -0.48461
H13 -2.69548 3.16769 -0.68236
H14 -2.31993 3.06140 1.03850
H15 -1.91110 1.72324 -0.02972
H16 -1.41198 5.43587 0.05198
H17 0.72939 6.52854 -0.56422
H18 3.04560 6.33063 -1.36130
H19 4.95285 4.86939 -1.97910
H20 4.76582 2.42046 -1.75781
C32 4.82210 -4.46887 0.44204
C33 4.51025 -2.99915 0.73173
C34 3.12276 -2.66870 0.41417
N5 2.04203 -2.38127 0.16107
H21 5.86396 -4.68947 0.67729
H22 4.64493 -4.69628 -0.60834
H23 4.18430 -5.12100 1.03793
H24 5.15158 -2.34081 0.14400
H25 4.68099 -2.76765 1.78441
C35 -1.43659 -0.71695 -2.15412
C36 -2.21897 0.13798 -2.49335
C37 -3.17001 1.05897 -3.02268
C38 -2.77253 2.32807 -3.46011
C39 -3.69574 3.21355 -3.99262
C40 -5.03614 2.86273 -4.08973
C41 -5.44340 1.60884 -3.64869
C42 -4.52450 0.71489 -3.12535
H26 -1.72830 2.60136 -3.37311
H27 -3.36840 4.19103 -4.32715
H28 -5.75713 3.55703 -4.50426
H29 -6.48757 1.32635 -3.71837
H30 -4.83441 -0.26379 -2.78307

Output
electronic energy	-84993.6603	eV
orbital gap	4.10	eV
charge	-2
LUMO energy	3.382	eV
multiplicity	1
energy relative to the best compared isomer or geometry (same formula, charge and spin)	0.066	eV

Per-atom Löwdin charges, elementary charge units: 0.19 -0.14 -0.11 -0.05 -0.13 -0.22 -0.11 -0.05 -0.07 -0.18 -0.06 -0.09 -0.14 0.11 -0.16 0.09 0.02 0.07 0.10 0.09 0.10 0.08 0.10 0.82 -0.65 -0.27 -0.68 0.78 -0.23 -0.07 -0.06 -0.15 0.14 -0.13 -0.48 -0.13 0.06 0.05 0.09 0.05 -0.03 -0.32 -0.04 -0.04 -0.19 -0.10 -0.13 -0.17 -0.67 0.56 -0.22 0.17 0.07 0.08 0.05 0.10 0.10 0.09 0.09 0.07 -0.11 -0.23 -0.22 0.23 0.06 0.08 0.07 0.11 0.11 -0.01 0.05 -0.24 -0.05 -0.11 -0.13 -0.11 -0.04 0.12 0.09 0.08 0.09 0.11


Record 3
This record from the OMol25 dataset describes a molecular structure, C42H31AgBrN5O2S3. The level of theory is ωB97M-V/def2-TZVPD.

Cartesian coordinates (Å):
Ag1 1.67718 -0.09994 1.05105
S1 5.63030 -1.44824 -1.91463
C1 5.93882 0.25604 -1.90558
C2 6.86896 1.00218 -2.62296
C3 6.87508 2.37699 -2.45863
C4 5.96685 3.00123 -1.59536
C5 5.04854 2.26133 -0.87658
C6 5.03831 0.87511 -1.02744
N1 4.15458 0.02888 -0.39325
C7 4.30821 -1.19754 -0.74432
C8 3.47252 -2.32967 -0.29820
C9 3.87793 -3.62277 -0.65549
C10 3.12427 -4.72152 -0.29370
C11 1.95264 -4.51641 0.42800
C12 1.56727 -3.23087 0.77794
C13 2.29777 -2.07618 0.44250
H1 7.56580 0.52355 -3.29975
H2 7.58770 2.97624 -3.01245
H3 5.97214 4.07968 -1.49348
H4 4.32433 2.73587 -0.22630
H5 4.79432 -3.77846 -1.21710
H6 3.43961 -5.72004 -0.57196
H7 1.33723 -5.36369 0.71257
H8 0.64386 -3.11772 1.33801
C14 1.89700 1.70065 -3.52980
C15 1.57866 0.91914 -2.43008
N2 1.23669 1.43086 -1.25137
C16 1.20744 2.74960 -1.12467
C17 1.51763 3.62975 -2.16305
C18 1.85558 3.07755 -3.39258
C19 1.40247 5.08736 -1.99532
C20 1.71609 5.83889 -0.94068
C21 2.40113 5.43947 0.30682
C22 2.05696 6.04549 1.51015
C23 2.81572 5.72351 2.61851
N3 3.82061 4.85685 2.57113
C24 4.01735 4.27840 1.39082
N4 3.38808 4.54289 0.25114
H9 2.17510 1.23595 -4.46648
H10 1.60166 -0.16435 -2.48623
H11 0.92872 3.12112 -0.14262
H12 2.09555 3.72437 -4.22958
H13 0.95289 5.60508 -2.83922
H14 1.44830 6.89044 -0.98077
H15 1.23590 6.74695 1.57082
H16 2.61280 6.18101 3.58185
H17 4.79342 3.52253 1.34472
S2 1.67548 2.04179 2.24190
C25 0.95482 1.80059 3.82209
C26 0.21897 0.65444 4.15225
C27 -0.36659 0.50973 5.40133
C28 -0.23673 1.49887 6.36795
C29 0.49949 2.63760 6.06019
C30 1.08435 2.78663 4.81299
H18 0.11766 -0.12789 3.40830
H19 -0.93119 -0.39015 5.61863
H20 -0.69532 1.38239 7.34253
H21 0.62467 3.41870 6.80302
H22 1.67135 3.66913 4.58778
O1 -10.22186 -8.59173 -2.05262
C31 -10.13864 -7.41535 -2.75192
O2 -10.99141 -7.19722 -3.58015
C32 -9.00403 -6.53780 -2.44189
C33 -8.84873 -5.35665 -3.18160
C34 -7.80583 -4.49255 -2.94970
C35 -6.82606 -4.73661 -1.95202
S3 -5.51738 -3.67507 -1.66182
C36 -7.00266 -5.93382 -1.20877
C37 -8.04699 -6.79512 -1.44683
H23 -9.46929 -8.64520 -1.45359
H24 -9.57928 -5.14051 -3.95141
H25 -7.70844 -3.58830 -3.53721
H26 -6.28034 -6.15662 -0.43404
H27 -8.09817 -7.68254 -0.81849
Br1 -5.80949 0.46530 1.00606
C38 -3.92983 0.22117 0.91122
C39 -3.41100 -0.90195 0.29596
C40 -2.02337 -1.01279 0.26773
N5 -1.19460 -0.11192 0.78885
C41 -1.72596 0.95947 1.37087
C42 -3.09324 1.17499 1.46088
H28 -4.04726 -1.66267 -0.13964
H29 -1.56245 -1.87440 -0.20383
H30 -1.01455 1.67200 1.78129
H31 -3.48607 2.05652 1.94734

Output
electronic energy	-162153.0529	eV
orbital gap	5.67	eV
charge	-2
LUMO energy	3.407	eV
multiplicity	1
energy relative to the best compared isomer or geometry (same formula, charge and spin)	0.935	eV

Per-atom Löwdin charges, elementary charge units: 0.54 1.05 -0.49 -0.11 -0.12 -0.09 -0.02 -0.30 0.09 -0.51 -0.29 -0.11 -0.12 -0.12 -0.16 -0.19 0.10 0.09 0.09 0.05 0.06 0.09 0.09 0.07 -0.06 -0.14 0.06 -0.12 -0.21 -0.04 -0.05 -0.04 -0.28 -0.02 -0.15 0.09 -0.24 0.14 0.10 0.11 0.06 0.11 0.11 0.10 0.11 0.10 0.10 0.52 -0.71 -0.15 -0.11 -0.14 -0.13 -0.15 0.07 0.09 0.08 0.09 0.07 0.07 -0.50 0.06 -0.19 -0.05 -0.14 -0.82 0.42 -0.15 -0.07 0.06 0.11 0.08 0.08 0.10 0.71 -0.69 -0.10 -0.13 0.04 -0.16 -0.11 0.05 0.11 0.06 0.09